Formula: C5H12N2
Source: OMol25
Level of theory: wB97M-V/def2-TZVPD

Results
expectation value of S²	0.751
ΔE to the lowest compared entry with this formula, charge and spin	50.9	kJ/mol
charge	-1
total energy	-307.1428	Eh
E_HOMO (spin up / spin down)	1.232 / -5.302	eV
spin multiplicity	2
E_LUMO (spin up / spin down)	3.40 / 3.39	eV

Last column: natural (NBO) charge in e.
CARTESIAN COORDINATES (ANGSTROEM)
C  -0.160  -1.150  -0.231  -0.149
C  -0.423  -2.447  -0.263  -0.229
C  0.550  -3.496  -0.722  -0.629
C  -1.084  -0.059  0.177  -0.668
H  0.817  -0.815  -0.572  0.191
H  -1.389  -2.831  0.054  0.177
H  0.848  -4.170  0.079  0.198
H  0.100  -4.120  -1.500  0.197
H  1.448  -3.042  -1.128  0.207
H  -2.102  -0.457  0.249  0.186
H  -1.090  0.724  -0.574  0.234
H  -0.826  0.405  1.124  0.242
N  0.385  2.679  1.471  -0.971
C  0.307  3.191  0.207  -0.212
N  0.871  2.638  -0.788  -0.790
H  -0.044  3.282  2.179  0.260
H  1.301  2.318  1.704  0.366
H  -0.285  4.102  0.137  0.077
H  0.775  3.247  -1.602  0.312